*w*
This record from the OMol25 dataset describes one molecule with the formula C2H2OS. The level of theory is ωB97M-V/def2-TZVPD.

XYZ file:
```
6
C2H2OS | the OMol25 dataset | ωB97M-V/def2-TZVPD
O 0.877 0.067 -1.177
C 0.171 0.892 -0.225
S 1.492 1.364 0.861
C 0.691 -0.415 0.062
H -0.810 1.010 -0.555
H 0.396 -1.257 0.465
```

Results
HOMO level	-9.10	eV
LUMO energy	0.066	eV


*x*
This record from the OMol25 dataset describes C2H2OS as an isolated structure. The level of theory is ωB97M-V/def2-TZVPD.

XYZ file:
```
6
C2H2OS | the OMol25 dataset | ωB97M-V/def2-TZVPD
C -1.537 -0.391 -0.667
C -0.363 -0.608 -0.769
O 2.591 -0.418 -0.417
S 0.980 -1.656 -1.155
H -2.486 0.171 -0.750
H 3.416 -0.635 -0.983
```

Results
HOMO level	-9.48	eV
LUMO energy	-1.754	eV


Most stable one: *w*, least stable one: *x*.


*w*
This record from the OMol25 dataset describes a 2-piece molecular cluster, C2H8N5O overall. The level of theory is ωB97M-V/def2-TZVPD.

XYZ file:
```
16
C2H8N5O | the OMol25 dataset | ωB97M-V/def2-TZVPD
C 1.525 -0.441 -0.290
C 0.892 -0.281 -1.507
N -1.579 -0.070 0.068
N 1.404 -1.813 1.518
N -1.485 2.202 -0.372
N 0.984 -1.500 0.355
N -1.102 0.912 -0.512
O -0.003 -1.042 -1.996
H 2.226 0.246 0.321
H 0.727 0.697 -2.021
H -2.405 0.174 0.707
H 2.200 -1.368 1.998
H 0.943 -2.584 1.994
H -1.328 2.926 -1.064
H -2.312 2.459 0.127
H -0.288 -1.782 -1.339
```

Results
charge	+1
HOMO level	-13.66	eV
LUMO energy	-5.071	eV


*x*
This record from the OMol25 dataset describes C2H8N5O as an isolated structure. The level of theory is ωB97M-V/def2-TZVPD.

XYZ file:
```
16
C2H8N5O | the OMol25 dataset | ωB97M-V/def2-TZVPD
C 0.479 0.083 0.111
C -1.590 1.626 -0.563
N 1.123 0.730 1.042
N -2.215 -0.456 0.389
N 0.792 -1.017 -0.449
N -1.359 0.340 -0.060
N 2.033 -1.699 -0.202
O -1.947 -1.547 0.802
H -1.284 1.623 -1.676
H -2.598 1.917 -0.351
H -0.858 2.260 -0.018
H 0.860 1.607 1.313
H 0.243 -1.437 -1.043
H 1.873 -2.564 0.344
H 1.935 0.319 1.471
H 2.511 -1.785 -1.110
```

Results
charge	+1
HOMO level (spin up / spin down)	-13.58 / -13.58	eV
LUMO energy (spin up / spin down)	-4.854 / -4.854	eV


Most stable one: *w*, least stable one: *x*.